A molecular structure, C28H39BF3LiN6S3. Source: the Open Molecules 2025 dataset; level of theory: ωB97M-V/def2-TZVPD.

The molar mass comes out at 630.6 g/mol. Its total energy is -80151.347 eV. As for the gap between HOMO and LUMO: 0.250 hartree. The maximum force comes out at 1.5 eV/A. As for the HOMO energy: -7.352 eV.

Each line ends with the Löwdin charge.
CARTESIAN COORDINATES (ANGSTROEM)
Li (-1.797, -1.498, 4.195)  0.485
C (2.660, -4.194, 1.885)  -0.025
C (2.170, -3.184, 0.914)  -0.212
C (2.622, -3.023, -0.371)  0.088
C (2.127, -1.961, -1.176)  -0.188
N (1.302, -1.055, -0.700)  0.201
N (0.864, -1.210, 0.521)  0.020
B (-0.044, -0.466, 1.548)  -0.840
N (0.586, 0.815, 2.075)  -0.002
N (0.729, 1.674, 1.068)  0.172
C (1.191, 2.872, 1.252)  -0.207
C (1.547, 3.316, 2.550)  0.073
C (1.401, 2.463, 3.602)  -0.254
C (1.705, 2.858, 5.004)  -0.088
C (0.908, 1.134, 3.367)  -0.692
S (0.750, 0.082, 4.649)  0.637
C (1.291, 3.697, -0.014)  -0.545
C (1.864, 5.095, 0.213)  -0.059
C (-0.118, 3.825, -0.606)  -0.036
C (2.196, 2.932, -0.986)  -0.043
N (-1.449, -0.255, 0.993)  0.035
N (-1.573, -0.538, -0.298)  0.175
C (-2.699, -0.370, -0.926)  -0.203
C (-3.862, 0.044, -0.231)  0.076
C (-3.770, 0.338, 1.096)  -0.245
C (-4.958, 0.721, 1.900)  -0.068
C (-2.488, 0.240, 1.732)  -0.644
S (-2.276, 0.769, 3.297)  0.704
C (-2.667, -0.638, -2.418)  -0.534
C (-4.012, -0.346, -3.084)  -0.058
C (-2.299, -2.110, -2.638)  -0.039
C (-1.592, 0.285, -3.009)  -0.044
C (1.182, -2.261, 1.307)  -0.450
S (0.288, -1.987, 2.727)  0.972
C (2.500, -1.826, -2.642)  -0.543
C (3.624, -2.771, -3.072)  -0.060
C (2.915, -0.383, -2.943)  -0.042
C (1.244, -2.163, -3.454)  -0.036
H (3.371, -4.881, 1.435)  0.086
H (1.820, -4.745, 2.304)  0.095
H (3.135, -3.678, 2.720)  0.099
H (3.366, -3.693, -0.768)  0.116
H (1.922, 4.315, 2.705)  0.116
H (2.151, 3.849, 5.053)  0.081
H (2.374, 2.125, 5.453)  0.064
H (0.785, 2.839, 5.588)  0.085
H (1.234, 5.680, 0.879)  0.085
H (1.912, 5.610, -0.745)  0.087
H (2.870, 5.049, 0.621)  0.085
H (-0.772, 4.352, 0.083)  0.089
H (-0.536, 2.840, -0.792)  0.068
H (-0.079, 4.380, -1.540)  0.085
H (3.204, 2.863, -0.585)  0.090
H (2.238, 3.441, -1.944)  0.088
H (1.812, 1.925, -1.124)  0.052
H (-4.813, 0.115, -0.728)  0.114
H (-5.841, 0.794, 1.268)  0.083
H (-4.791, 1.670, 2.407)  0.069
H (-5.121, -0.037, 2.668)  0.091
H (-4.791, -1.001, -2.704)  0.085
H (-3.934, -0.507, -4.157)  0.089
H (-4.309, 0.688, -2.922)  0.086
H (-3.096, -2.758, -2.280)  0.090
H (-1.395, -2.355, -2.091)  0.063
H (-2.142, -2.310, -3.696)  0.087
H (-1.922, 1.321, -2.958)  0.085
H (-1.398, 0.040, -4.051)  0.087
H (-0.674, 0.191, -2.436)  0.053
H (4.530, -2.607, -2.493)  0.089
H (3.853, -2.582, -4.120)  0.089
H (3.320, -3.812, -2.980)  0.084
H (3.803, -0.112, -2.379)  0.091
H (2.114, 0.300, -2.682)  0.058
H (3.135, -0.281, -4.002)  0.086
H (0.943, -3.194, -3.283)  0.094
H (1.442, -2.027, -4.514)  0.092
H (0.431, -1.511, -3.157)  0.043
F (-4.220, -3.057, 3.263)  -0.032
C (-2.855, -2.997, 3.338)  -0.445
F (-2.685, -2.866, 4.846)  -0.239
F (-2.457, -4.296, 3.172)  -0.037

Cartesian forces, eV/Å:
Li 0.1 0.6 0.0
C -0.1 0.0 0.1
C 0.1 0.1 -0.4
C -0.4 0.3 0.4
C 0.2 -0.2 0.2
N 0.0 0.5 -0.6
N 0.7 -1.3 0.4
B -0.1 0.3 0.3
N 0.3 0.6 0.8
N -0.1 0.1 -0.7
C 0.0 -0.1 0.2
C -0.1 -0.4 0.2
C 0.1 0.4 -0.4
C 0.1 0.1 0.0
C 0.0 -0.4 -0.1
S -0.1 0.1 0.8
C 0.0 0.1 -0.3
C -0.1 -0.3 0.0
C 0.2 0.0 0.1
C -0.1 0.1 0.1
N -1.2 0.3 0.2
N 0.2 -0.3 -0.7
C -0.3 0.1 0.4
C 0.4 0.0 0.5
C 0.0 -0.3 -0.5
C -0.1 0.0 0.0
C 0.2 -0.1 -0.4
S 0.1 0.0 0.7
C 0.1 -0.1 -0.2
C 0.2 0.0 0.1
C 0.0 0.2 0.1
C -0.1 -0.1 0.0
C -0.2 0.3 -0.5
S 0.4 -0.6 -0.3
C 0.0 0.2 -0.3
C -0.2 0.1 0.2
C -0.1 -0.2 0.1
C 0.2 0.0 0.1
H 0.0 -0.1 0.0
H 0.0 -0.2 0.0
H 0.1 0.0 0.1
H 0.1 -0.1 0.0
H 0.0 0.1 0.0
H 0.0 0.1 -0.1
H 0.0 0.0 0.1
H 0.0 0.0 0.1
H -0.1 0.1 0.1
H 0.0 0.1 0.0
H 0.2 0.0 0.1
H -0.1 0.1 0.1
H -0.1 -0.1 -0.1
H 0.0 0.1 -0.2
H 0.2 0.0 0.0
H 0.0 0.1 -0.2
H 0.0 -0.1 -0.1
H -0.1 0.0 -0.1
H 0.0 0.0 0.0
H 0.0 0.0 0.1
H 0.0 0.1 0.1
H -0.1 -0.1 0.0
H 0.0 0.0 -0.1
H -0.1 0.1 0.0
H -0.1 -0.1 0.1
H 0.1 -0.1 0.0
H 0.0 0.0 -0.1
H 0.0 0.2 0.0
H 0.0 0.0 -0.1
H 0.2 0.0 0.0
H 0.2 0.0 0.0
H 0.0 0.0 0.0
H 0.0 -0.1 0.0
H 0.1 0.1 0.1
H -0.1 0.1 0.0
H 0.0 0.0 -0.2
H -0.1 -0.2 0.0
H 0.0 0.0 -0.2
H -0.1 0.1 0.0
F 0.1 -0.1 -0.1
C -0.2 -0.1 -0.1
F -0.1 -0.2 0.5
F -0.1 0.1 -0.1

A molecular structure, C28H39BN10O5PdS2. Source: the Open Molecules 2025 dataset; level of theory: ωB97M-V/def2-TZVPD.

The molar mass comes out at 777.1 g/mol. Its total energy is -80622.021 eV. As for the gap between HOMO and LUMO (spin up / spin down): 0.331 / 0.184 hartree. The maximum force comes out at 1.1 eV/A. Its expectation value of S² is 6.017. The charge is +2. As for the HOMO energy (spin up / spin down): -13.465 / -13.437 eV. As for the energy above the lowest of the compared OMol25 structures with the same formula, charge and spin: 10.88 kcal/mol. The multiplicity is 5.

Each line ends with the Mulliken spin population.
CARTESIAN COORDINATES (ANGSTROEM)
Pd (0.311, 1.323, -0.078)  1.374
C (-0.896, 0.084, -3.264)  0.015
C (0.269, -0.616, -2.655)  -0.017
C (1.030, -1.673, -3.174)  0.005
C (1.997, -1.949, -2.229)  0.005
C (3.101, -2.952, -2.285)  -0.002
N (1.805, -1.100, -1.194)  -0.015
N (0.744, -0.292, -1.459)  0.184
B (2.658, -0.854, 0.046)  -0.005
N (3.244, 0.546, 0.053)  -0.011
N (2.437, 1.628, -0.141)  0.189
C (3.202, 2.712, -0.142)  -0.010
C (2.651, 4.085, -0.309)  0.008
C (4.539, 2.328, 0.033)  0.006
C (4.530, 0.958, 0.154)  0.002
C (5.672, 0.016, 0.332)  0.001
N (1.689, -0.943, 1.339)  0.181
N (0.682, -0.165, 1.469)  0.487
C (0.069, -0.417, 2.715)  0.152
C (-1.118, 0.353, 3.119)  0.009
C (0.782, -1.412, 3.346)  0.002
C (1.815, -1.746, 2.488)  0.223
C (2.922, -2.699, 2.654)  -0.024
H (-1.045, -0.259, -4.286)  -0.001
H (-1.804, -0.118, -2.691)  -0.004
H (-0.742, 1.162, -3.272)  -0.003
H (0.911, -2.143, -4.136)  0.001
H (3.347, -3.163, -3.324)  0.001
H (4.002, -2.593, -1.791)  0.000
H (2.819, -3.894, -1.810)  -0.001
H (3.492, -1.691, 0.179)  -0.005
H (1.731, 4.065, -0.892)  0.000
H (2.446, 4.531, 0.665)  0.000
H (3.371, 4.716, -0.826)  -0.001
H (5.400, 2.974, 0.059)  0.002
H (6.598, 0.580, 0.416)  0.000
H (5.564, -0.585, 1.236)  0.000
H (5.766, -0.662, -0.517)  0.000
H (-1.331, 1.142, 2.401)  -0.012
H (-1.975, -0.323, 3.195)  0.028
H (-0.956, 0.793, 4.105)  0.020
H (0.599, -1.840, 4.317)  0.005
H (2.895, -3.146, 3.644)  0.002
H (2.864, -3.485, 1.897)  0.027
H (3.879, -2.195, 2.504)  0.022
O (0.374, 3.507, 2.311)  0.003
C (-0.326, 3.844, 1.383)  -0.003
N (-1.111, 2.951, 0.642)  0.063
S (-1.390, 3.578, -0.826)  0.001
O (-2.749, 3.390, -1.271)  0.007
O (-0.359, 3.010, -1.705)  0.057
C (-1.035, 5.248, -0.414)  0.007
C (-1.262, 6.407, -1.127)  0.000
C (-0.866, 7.597, -0.526)  0.001
C (-0.269, 7.603, 0.732)  0.002
C (-0.048, 6.421, 1.431)  -0.001
C (-0.447, 5.237, 0.842)  0.005
H (-1.726, 6.394, -2.104)  0.000
H (-1.028, 8.533, -1.043)  0.000
H (0.021, 8.546, 1.175)  0.000
H (0.410, 6.419, 2.411)  0.000
N (-4.428, 1.627, -0.121)  0.002
C (-4.553, 0.219, 0.380)  0.024
C (-3.148, -0.419, 0.318)  0.004
O (-3.108, -1.627, 0.650)  0.178
O (-2.246, 0.349, -0.024)  0.004
H (-4.888, 1.783, -1.017)  0.000
H (-3.406, 1.788, -0.278)  0.002
H (-4.770, 2.330, 0.531)  0.001
H (-5.256, -0.340, -0.230)  0.000
H (-4.911, 0.226, 1.406)  0.002
S (-1.266, -2.785, -0.406)  0.857
C (-1.946, -4.362, -0.275)  -0.080
N (-3.157, -4.510, 0.237)  -0.010
C (-3.831, -5.810, 0.324)  0.002
C (-3.334, -6.691, -0.809)  -0.001
C (-1.819, -6.775, -0.754)  0.003
N (-1.261, -5.415, -0.703)  0.027
H (-3.630, -3.667, 0.531)  -0.003
H (-4.902, -5.636, 0.253)  0.000
H (-3.623, -6.264, 1.295)  0.000
H (-3.645, -6.263, -1.764)  0.000
H (-3.765, -7.687, -0.731)  0.000
H (-1.419, -7.268, -1.638)  -0.001
H (-1.490, -7.331, 0.125)  0.001
H (-0.352, -5.237, -1.099)  0.008

Cartesian forces, eV/Å:
Pd -0.5 -0.3 -1.0
C 0.0 0.0 0.0
C 0.0 -0.1 0.0
C 0.0 0.1 0.0
C 0.0 0.0 -0.1
C 0.0 0.0 0.0
N -0.1 -0.1 0.1
N 0.1 0.1 0.1
B 0.1 0.0 -0.1
N -0.1 0.0 0.0
N 0.0 0.2 0.3
C 0.1 0.0 -0.1
C 0.0 0.0 0.0
C 0.0 0.0 0.0
C 0.0 0.0 0.0
C 0.0 0.0 0.0
N -0.1 0.0 -0.1
N 0.0 0.1 0.2
C 0.0 0.1 -0.1
C 0.0 0.0 0.0
C 0.1 -0.1 0.0
C 0.0 0.0 0.1
C 0.0 0.0 -0.1
H 0.0 0.0 0.0
H 0.0 0.0 0.0
H 0.0 0.0 0.0
H 0.0 0.0 0.0
H 0.0 0.0 0.0
H 0.0 0.0 0.0
H 0.0 0.0 0.0
H 0.0 0.0 0.0
H 0.0 0.0 0.0
H 0.0 0.0 0.0
H 0.0 0.0 0.0
H 0.0 0.0 0.0
H 0.0 0.0 0.0
H 0.0 0.0 0.0
H 0.0 0.0 0.0
H 0.0 0.0 0.0
H 0.0 0.0 0.0
H 0.0 0.0 0.0
H 0.0 0.0 0.0
H 0.0 0.0 0.0
H 0.0 0.0 0.0
H 0.0 0.0 0.0
O -0.2 0.0 0.1
C -0.2 0.1 0.2
N 0.7 -0.1 0.0
S 0.3 0.2 0.3
O -0.1 0.0 0.0
O -0.1 -0.1 0.0
C 0.0 0.0 0.0
C 0.0 0.0 0.0
C 0.0 0.0 0.0
C 0.0 0.0 0.0
C 0.0 0.0 0.0
C 0.0 0.0 -0.1
H 0.0 0.0 0.0
H 0.0 0.0 0.0
H 0.0 0.0 0.0
H 0.0 0.0 0.0
N -0.1 -0.3 0.1
C -0.1 0.2 -0.1
C -0.4 0.3 0.1
O -0.1 -0.4 0.1
O 0.6 -0.2 -0.2
H 0.0 0.0 0.0
H -0.1 0.0 0.0
H 0.0 0.0 0.0
H 0.0 0.0 0.0
H 0.0 0.0 0.0
S 0.6 0.2 -0.2
C -0.4 0.1 0.2
N 0.0 -0.1 0.0
C 0.1 0.0 0.0
C 0.0 0.0 0.0
C 0.0 0.0 0.0
N 0.0 0.1 0.0
H 0.0 0.1 0.0
H 0.0 0.0 0.0
H 0.0 0.0 0.0
H 0.0 0.0 0.0
H 0.0 0.0 0.0
H 0.0 0.0 0.0
H 0.0 0.0 0.0
H 0.0 0.0 0.0

A molecular structure, C28H39CdN5O11P2S2. Source: the Open Molecules 2025 dataset; level of theory: ωB97M-V/def2-TZVPD.

The molar mass comes out at 860.1 g/mol. Its total energy is -104465.273 eV. As for the gap between HOMO and LUMO: 0.203 hartree. The maximum force comes out at 0.7 eV/A. The charge is -2. As for the HOMO energy: -1.652 eV. As for the energy above the lowest of the compared OMol25 structures with the same formula, charge and spin: 54.53 kcal/mol.

Each line ends with the Löwdin charge.
CARTESIAN COORDINATES (ANGSTROEM)
Cd (0.718, 0.011, 0.982)  1.225
C (-1.676, -0.384, -3.829)  -0.046
C (-2.829, -1.110, -3.146)  -0.462
C (-2.517, -2.581, -2.910)  -0.052
O (-3.250, -0.413, -1.977)  -0.266
P (-2.433, -0.557, -0.518)  0.541
O (-1.025, -0.740, -0.945)  -0.302
C (-3.100, 1.056, -0.001)  -0.222
P (-2.383, 2.449, -0.880)  0.472
O (-0.928, 2.419, -0.980)  -0.239
O (-3.071, 2.511, -2.323)  -0.182
C (-4.456, 2.837, -2.495)  -0.465
C (-5.051, 1.853, -3.482)  -0.038
C (-4.558, 4.278, -2.965)  -0.046
O (-3.035, 3.753, -0.233)  -0.194
C (-3.361, 4.180, 1.101)  -0.432
C (-2.246, 3.915, 2.089)  -0.073
C (-4.699, 3.601, 1.532)  -0.047
O (-3.243, -1.837, -0.003)  -0.180
C (-4.564, -2.002, 0.518)  -0.410
C (-4.843, -1.200, 1.779)  -0.036
C (-5.616, -1.773, -0.559)  -0.050
H (-1.525, -0.792, -4.834)  0.073
H (-0.765, -0.499, -3.246)  0.060
H (-1.893, 0.680, -3.907)  0.071
H (-3.705, -1.059, -3.811)  0.125
H (-1.690, -2.705, -2.213)  0.069
H (-2.242, -3.036, -3.866)  0.075
H (-3.379, -3.114, -2.510)  0.068
H (-2.905, 1.193, 1.058)  0.058
H (-4.174, 1.045, -0.200)  0.065
H (-4.974, 2.737, -1.535)  0.122
H (-4.548, 1.936, -4.447)  0.087
H (-6.112, 2.070, -3.624)  0.079
H (-4.934, 0.837, -3.113)  0.060
H (-4.055, 4.387, -3.927)  0.083
H (-4.085, 4.945, -2.247)  0.072
H (-5.605, 4.566, -3.085)  0.077
H (-3.474, 5.263, 0.984)  0.136
H (-2.174, 2.864, 2.368)  0.046
H (-2.427, 4.488, 3.001)  0.085
H (-1.277, 4.197, 1.683)  0.070
H (-4.634, 2.520, 1.650)  0.062
H (-5.480, 3.832, 0.806)  0.075
H (-4.985, 4.024, 2.495)  0.082
H (-4.569, -3.063, 0.791)  0.150
H (-4.939, -0.136, 1.567)  0.060
H (-4.052, -1.338, 2.513)  0.065
H (-5.793, -1.541, 2.197)  0.081
H (-5.623, -0.735, -0.892)  0.065
H (-6.601, -2.019, -0.156)  0.076
H (-5.424, -2.397, -1.431)  0.071
O (-1.110, -3.803, 0.903)  0.023
C (-0.658, -2.715, 1.235)  -0.621
O (0.525, -2.276, 0.996)  -0.194
C (-1.542, -1.727, 2.043)  -0.565
O (-2.041, -2.069, 3.102)  0.052
O (-1.711, -0.540, 1.507)  -0.239
S (3.092, -0.252, 2.230)  0.428
C (3.318, 1.439, 2.514)  -0.783
C (4.622, 1.950, 2.594)  -0.098
C (4.900, 3.286, 2.834)  -0.222
C (6.265, 3.722, 2.897)  -0.206
N (7.366, 4.059, 2.937)  0.117
C (3.837, 4.188, 3.001)  -0.223
C (2.537, 3.705, 2.920)  -0.093
C (2.237, 2.362, 2.690)  -0.745
S (0.556, 1.895, 2.661)  0.482
C (4.066, 5.580, 3.246)  -0.211
N (4.251, 6.701, 3.443)  0.115
H (5.444, 1.259, 2.459)  0.095
H (1.716, 4.401, 3.037)  0.098
C (3.726, 2.595, -2.838)  -0.029
N (3.084, 1.318, -2.603)  -0.053
C (3.072, 0.331, -3.524)  -0.078
C (2.504, -0.863, -3.273)  -0.019
C (1.913, -1.049, -1.968)  -0.395
N (1.861, -0.054, -1.095)  0.107
C (2.427, 1.160, -1.357)  -0.515
O (2.432, 2.087, -0.580)  0.053
N (1.458, -2.244, -1.624)  0.192
H (4.087, 2.619, -3.866)  0.079
H (4.559, 2.735, -2.149)  0.097
H (3.014, 3.402, -2.669)  0.095
H (3.557, 0.553, -4.468)  0.119
H (2.509, -1.654, -4.006)  0.095
H (1.463, -2.985, -2.301)  0.106
H (1.081, -2.414, -0.667)  0.073

Cartesian forces, eV/Å:
Cd 0.2 -0.1 0.2
C 0.0 0.0 0.0
C -0.1 0.0 -0.1
C 0.0 -0.1 -0.1
O 0.0 -0.1 0.2
P -0.1 -0.1 -0.7
O -0.1 -0.1 0.3
C -0.1 0.0 0.1
P 0.2 -0.1 0.0
O 0.1 0.1 0.0
O 0.0 0.2 0.0
C 0.0 0.0 0.0
C 0.0 0.0 0.0
C 0.0 0.0 0.0
O -0.3 0.1 -0.2
C 0.2 0.1 0.1
C 0.0 -0.1 0.0
C 0.0 0.0 0.0
O 0.1 0.2 0.1
C 0.0 -0.2 -0.1
C 0.1 0.0 0.0
C 0.0 0.0 0.0
H 0.0 0.0 0.0
H 0.0 0.0 0.0
H 0.0 0.0 0.0
H 0.1 0.0 0.0
H 0.0 0.0 0.0
H 0.0 0.0 0.0
H 0.0 0.0 0.0
H 0.0 0.0 0.1
H 0.0 0.0 0.1
H 0.0 0.0 0.0
H 0.0 0.0 0.0
H 0.0 0.0 0.0
H 0.0 0.0 0.0
H 0.0 0.0 0.0
H 0.0 0.0 0.0
H 0.0 0.0 0.0
H 0.0 0.0 0.0
H 0.0 0.0 0.0
H 0.0 0.0 0.0
H 0.0 0.0 0.0
H 0.0 0.0 0.0
H 0.0 0.0 0.0
H 0.0 0.0 0.0
H 0.0 0.1 0.0
H 0.0 0.1 0.0
H 0.0 0.0 0.0
H 0.0 0.0 0.0
H 0.0 0.0 0.0
H 0.0 0.0 0.0
H 0.0 0.0 0.0
O 0.0 -0.1 0.0
C 0.1 0.0 0.1
O 0.0 0.1 -0.1
C -0.2 0.0 0.0
O 0.0 -0.1 0.0
O 0.1 -0.1 0.3
S 0.0 0.0 -0.1
C -0.1 0.0 0.0
C 0.0 0.0 0.0
C 0.1 0.0 0.0
C -0.1 0.0 0.0
N 0.0 0.0 0.0
C 0.0 0.1 0.0
C -0.1 0.0 0.0
C 0.0 0.0 0.0
S 0.0 0.0 -0.1
C 0.1 0.0 0.0
N 0.0 0.0 0.0
H 0.0 0.0 0.0
H 0.0 0.0 0.0
C 0.0 0.1 0.0
N -0.1 0.0 0.0
C 0.0 0.0 0.0
C 0.0 0.1 0.0
C 0.2 0.2 0.0
N -0.1 0.0 -0.2
C 0.1 -0.2 0.0
O 0.0 0.2 0.1
N -0.1 -0.2 0.3
H 0.0 0.0 0.0
H 0.0 0.0 0.0
H 0.0 0.0 0.0
H 0.0 0.0 0.0
H 0.0 0.0 0.0
H 0.0 0.0 0.1
H -0.1 0.1 -0.2

Look up the molar mass of the first one.
630.6 g/mol

Number 3 is which compound?
C28H39CdN5O11P2S2

Among the records above, which one has the lowest maximum force?
C28H39CdN5O11P2S2

What is the formula in the first record?
C28H39BF3LiN6S3